The following is a DFT calculation (ωB97M-V/def2-TZVPD) of a structure of composition C49H59N2O3P3S4SiTeW.

charge: +1
2S+1: 2
total energy: -149096.6082 eV

XYZ file:
```
123
Properties=species:S:1:pos:R:3:forces:R:3
W -0.8428 0.0244 0.4022 0.18 0.46 0.57
Te -2.5052 2.0446 -1.2495 -0.53 -0.08 -0.15
S -1.4614 -1.4703 2.5032 -0.02 0.05 -0.26
S -0.9870 -2.3690 -0.5238 -0.59 -0.22 0.16
S -2.7526 -3.3113 -0.0385 0.11 0.22 0.16
S -1.6953 1.9887 1.8240 0.08 -0.35 -0.08
P 0.2702 2.2729 1.3311 -0.43 0.05 0.60
P 0.4748 -1.9724 2.4811 0.16 -0.08 0.10
P -1.1824 -3.3485 -2.5552 0.17 -0.07 0.35
Si 0.5186 0.4269 -2.7264 -0.07 -0.23 0.31
O -2.9415 -0.3173 0.3293 0.39 0.04 -0.15
O -1.3224 -4.8745 -2.1314 0.35 -0.28 -0.19
O 0.4378 -3.2585 -2.8428 -0.03 0.20 -0.11
N -5.1157 -0.6208 0.7608 -0.04 0.12 0.06
N 0.6836 0.1651 -0.9537 0.05 -0.12 -0.22
C -2.1065 4.1180 -1.1346 0.08 0.13 -0.09
C 0.3817 -1.5607 5.2422 -0.04 -0.01 0.01
C 4.5479 0.2579 0.7438 -0.02 0.01 -0.04
C 1.1213 -2.0377 4.1654 0.23 0.02 0.03
C 2.0461 -3.4917 0.7588 0.04 -0.01 -0.01
C 0.6254 1.9586 4.1262 -0.04 0.01 0.10
C 1.5644 4.2318 -0.1296 -0.05 0.05 -0.09
C -3.5786 5.8492 -4.7698 0.01 0.04 0.04
C 0.7725 -4.7010 2.4131 -0.09 0.03 -0.03
C 2.5387 2.6777 2.8572 0.10 0.06 -0.05
C 1.1048 6.5851 0.0366 -0.05 -0.02 0.03
C 1.9903 0.2456 -0.4326 -0.15 0.01 -0.26
C 0.0677 6.3214 0.9279 0.02 0.00 -0.04
C 1.1890 2.3294 2.9112 0.18 -0.11 -0.13
C 0.9386 -0.4878 1.6227 0.16 -0.20 -0.29
C 2.7180 -4.6624 0.4310 -0.09 0.04 -0.01
C -3.5287 4.4751 -4.6286 0.01 -0.02 0.06
C -0.2168 5.0184 1.2967 0.12 0.05 0.09
C 1.8612 -0.4492 -3.6783 0.32 0.01 -0.05
C -0.3069 -7.0192 -1.7377 -0.01 -0.07 -0.02
C 1.8537 5.5440 -0.4891 -0.03 -0.04 0.01
C 2.4211 -2.5119 4.3754 -0.05 -0.01 0.01
C 2.9659 -2.5094 5.6480 -0.04 0.05 0.00
C 2.1888 -0.2112 0.8702 0.10 0.12 0.25
C 4.3498 0.7917 -0.5265 -0.05 -0.02 0.01
C 2.7442 2.2963 5.2212 -0.04 0.00 -0.06
C -1.0340 -0.3276 -3.4350 -0.21 -0.16 0.10
C 1.4019 1.9497 5.2787 0.02 0.00 -0.03
C -6.2213 -0.5827 1.7136 0.07 -0.04 -0.07
C -2.6826 6.1090 -2.5567 -0.03 -0.07 0.01
C -3.0533 3.9024 -3.4476 0.01 -0.03 -0.12
C 1.4197 -5.8731 2.0579 0.04 0.04 -0.04
C 0.4804 -3.6668 -5.2728 0.00 0.01 -0.09
C -0.4240 -5.5967 -1.2553 0.00 0.23 0.05
C 1.0049 -4.0468 -3.9048 -0.02 0.01 0.08
C -2.6398 4.7219 -2.4057 0.00 0.11 0.03
C 2.4101 -5.8479 1.0823 -0.06 -0.02 -0.01
C 1.0862 -3.5037 1.7680 0.04 -0.21 0.06
C 3.0927 0.7949 -1.1089 0.02 -0.04 0.09
C 0.6310 2.2573 -3.0943 0.07 0.21 -0.03
C -5.4079 -1.0966 -0.5905 -0.03 0.00 0.12
C 0.9275 -1.5736 6.5193 0.00 0.03 -0.03
C 3.3113 2.6655 4.0068 -0.04 -0.02 0.04
C -3.1486 6.6704 -3.7307 -0.02 -0.03 -0.04
C -2.9184 2.4064 -3.3177 -0.12 0.10 0.01
C -3.9070 -0.2819 1.1278 -0.16 -0.18 -0.23
C 2.2154 -2.0438 6.7220 0.01 -0.01 -0.02
C 3.4560 -0.2222 1.4443 0.00 -0.02 0.00
C 0.5314 3.9697 0.7649 0.09 0.04 -0.15
H -3.7854 0.0435 2.1628 0.03 0.00 0.01
H -0.6245 -1.1917 5.0835 0.03 0.01 -0.01
H -0.4205 1.6763 4.1720 0.03 0.00 -0.01
H 3.0030 -2.8955 3.5453 -0.01 -0.01 -0.01
H 5.1827 1.2208 -1.0689 0.00 -0.01 0.00
H 2.6620 5.7497 -1.1784 -0.01 -0.01 -0.02
H -6.0662 -0.3825 -1.0854 -0.01 0.02 0.00
H 1.6612 2.5301 -3.3385 -0.03 0.03 0.00
H -0.7549 -1.2697 -3.9090 -0.02 0.11 0.03
H 0.8198 -5.1026 -3.7022 -0.04 -0.04 0.02
H 0.1377 -7.0714 -2.7322 0.01 0.00 0.01
H -5.9009 -2.0645 -0.5211 0.00 -0.02 -0.01
H 1.4555 -0.7133 -4.6582 0.02 -0.01 0.03
H -0.8657 -5.5437 -0.2585 -0.01 0.02 0.00
H 2.0789 -3.8799 -3.8365 0.04 0.00 -0.04
H -4.4801 -1.2232 -1.1346 0.01 -0.03 -0.02
H 3.4779 -4.6463 -0.3394 0.00 0.01 0.00
H 2.9378 -6.7574 0.8254 0.00 0.00 0.00
H -1.4173 0.3023 -4.2319 -0.01 0.04 -0.14
H -1.0467 4.3094 -1.0224 0.07 0.02 -0.05
H 2.1589 -1.3694 -3.1740 -0.02 -0.04 -0.03
H -3.1794 7.7463 -3.8405 -0.01 0.00 0.00
H 3.9717 -2.8758 5.8050 -0.01 -0.01 0.00
H 2.1345 3.4135 -0.5560 0.03 0.00 0.04
H 0.9209 0.1587 2.5035 -0.11 0.09 0.00
H -7.1198 -0.2558 1.1945 0.01 0.04 0.02
H 3.5733 -0.5769 2.4630 -0.01 0.02 0.00
H -3.9490 6.2842 -5.6885 0.00 0.00 0.00
H 0.3234 -7.5857 -1.0501 0.00 0.00 -0.01
H -2.1493 2.0256 -3.9731 0.14 0.00 -0.05
H 2.2820 -2.5758 0.2358 0.00 0.00 0.00
H 2.9940 2.9622 1.9131 -0.03 -0.04 0.05
H -0.5180 7.1360 1.3339 0.02 0.00 0.01
H 4.3565 2.9406 3.9536 0.00 0.00 0.00
H -6.3925 -1.5739 2.1316 -0.03 -0.03 -0.01
H -2.3482 6.7456 -1.7457 0.00 -0.01 0.01
H -1.2863 -7.4950 -1.7768 0.00 0.01 0.02
H 0.5457 -5.0871 -1.2322 -0.15 -0.10 -0.04
H 2.9757 1.2386 -2.0841 0.01 0.02 -0.03
H -0.6101 -3.7042 -5.3120 0.01 -0.04 0.01
H -3.8473 1.8808 -3.5351 -0.01 0.03 -0.08
H 1.3272 7.6060 -0.2448 0.00 0.00 0.00
H 0.3226 2.8809 -2.2548 -0.04 0.03 0.00
H -1.8539 -0.5442 -2.7477 0.01 0.06 -0.03
H 1.1704 -6.7996 2.5574 -0.01 0.00 0.00
H 0.3456 -1.2091 7.3558 -0.02 -0.03 0.00
H 0.8002 -2.6639 -5.5544 -0.02 -0.01 0.01
H 2.6355 -2.0576 7.7193 0.00 0.02 0.00
H 0.8607 -4.3694 -6.0154 0.02 0.03 -0.02
H -3.8563 3.8356 -5.4395 0.01 -0.01 0.00
H 0.9547 1.6654 6.2221 0.00 0.00 0.00
H 0.0197 2.5290 -3.9590 0.03 0.01 0.02
H -6.0036 0.1203 2.5141 0.02 -0.02 0.02
H 3.3479 2.2808 6.1191 0.00 0.01 0.00
H 5.5327 0.2561 1.1914 0.00 0.00 0.00
H 2.7528 0.1527 -3.8487 0.02 -0.03 -0.03
H 0.0284 -4.7159 3.2013 0.00 0.01 0.00
H -1.0205 4.8122 1.9940 0.01 0.00 -0.01
H -2.6190 4.4759 -0.2448 0.01 0.10 -0.01
```
Positions in Å, forces in eV/Å.

Results of the Löwdin charge analysis, in e, for atoms 1 through 8:
1 W 0.9690
2 Te 1.4486
3 S 0.4205
4 S 0.1109
5 S 0.0757
6 S 0.2833
7 P 0.6737
8 P 0.6175

The following is a DFT calculation (ωB97M-V/def2-TZVPD) of a structure of composition C49H60AsBBrClN6PSi2Y.

total energy: -230902.3482 eV

XYZ file:
```
123
Properties=species:S:1:pos:R:3:forces:R:3
Y 0.0740 -0.4580 0.0991 -0.02 -0.46 -0.48
Br -0.7553 -2.1717 -2.3924 0.11 0.04 0.20
As -0.5963 1.3218 2.2882 0.01 -0.04 0.20
Cl 2.2807 0.3540 -1.8148 0.07 0.12 -0.18
P -0.5268 1.7492 -2.6479 0.10 -0.06 0.36
Si -0.5576 0.1671 4.3185 0.02 0.20 -0.19
Si 0.2287 3.3749 2.9822 -0.03 -0.20 0.02
N 0.8008 -3.0516 2.0180 -0.14 -0.06 -0.04
N 2.4566 -3.3013 0.1283 -0.04 0.00 -0.16
N 2.0239 -2.5258 -0.9018 -0.03 -0.04 -0.02
N 2.8295 -1.4562 1.8029 -0.01 0.10 -0.03
N 2.3511 -0.3715 1.1338 0.08 0.06 -0.02
N -0.2513 -2.5521 1.2926 -0.01 0.23 0.11
C -3.3683 -2.9734 -2.9426 -0.03 0.07 0.04
C -4.5993 -1.0224 -1.3757 -0.13 0.02 0.00
C -4.3347 1.0764 -3.9159 0.01 0.00 0.00
C -3.1800 -1.0724 -1.3763 0.23 -0.04 -0.06
C -1.9400 1.2337 -3.6617 -0.01 -0.04 -0.06
C -1.0128 -4.0873 2.7306 0.07 0.01 -0.02
C 0.4713 4.2050 -1.9655 0.02 -0.02 0.10
C 1.2311 -4.6871 3.8599 0.01 0.01 0.04
C 1.7719 3.2899 4.0610 -0.08 0.22 -0.05
C -5.2452 0.0098 -0.6551 0.03 0.02 0.01
C 1.0866 -0.6571 4.7113 -0.13 -0.05 0.07
C 0.8703 1.6053 -3.8179 0.06 0.02 -0.12
C 3.1757 0.6408 1.4042 -0.05 0.02 -0.04
C 3.6923 -5.4326 0.5574 0.04 -0.09 -0.03
C 0.8265 2.1319 -5.1124 -0.06 0.06 0.00
C 3.0947 1.4723 -5.5245 0.03 -0.04 0.06
C -0.4332 6.3630 -2.4933 -0.01 -0.02 -0.01
C 3.1144 -4.3858 -0.3321 -0.01 0.06 0.11
C -1.9315 -1.1207 4.3016 0.02 0.02 0.04
C 2.2468 -2.5997 -3.3974 0.01 0.02 -0.11
C 0.5417 4.5115 1.5137 0.00 0.03 0.09
C 2.0621 1.0322 -3.4203 0.27 -0.16 0.14
C 3.0113 1.9915 0.8006 -0.11 0.07 -0.02
C -4.1724 0.2353 -5.0069 -0.02 0.01 0.01
C 3.1256 -4.3124 -1.7058 0.02 -0.02 0.09
C 3.1773 0.9512 -4.2464 -0.16 0.11 -0.12
C -1.3501 -3.1839 1.7288 -0.01 0.10 -0.12
C -4.4892 0.9352 -0.0055 -0.01 -0.06 -0.02
C 2.4416 -3.1316 -2.0150 -0.07 0.16 0.06
C -5.3665 -1.9653 -2.1031 -0.01 0.04 0.03
C -1.1002 4.2668 3.9673 0.03 0.02 -0.03
C -0.5938 3.5797 -2.6095 -0.03 -0.03 -0.09
C -1.7868 0.3863 -4.7568 0.01 -0.04 0.00
C -0.9735 1.2636 5.7929 0.01 -0.09 -0.04
C -3.0793 0.8137 0.0302 0.06 0.12 0.13
C 0.3513 -3.9732 2.8904 0.16 0.05 -0.06
C -2.7218 -2.9257 1.2088 -0.10 -0.01 0.02
C 0.5573 5.5839 -1.9119 0.00 0.05 0.00
C -4.7738 -2.9275 -2.8636 0.06 -0.02 -0.02
C -2.3521 -0.1919 -0.5838 -0.33 -0.06 0.02
C 3.9327 -1.1167 2.4980 -0.08 -0.11 0.00
C 4.1870 0.2195 2.2675 -0.05 -0.06 -0.02
C -1.5726 4.3651 -3.2048 -0.05 0.04 -0.08
C 4.6821 -2.0672 3.3667 0.09 0.02 0.06
C 1.9146 2.0663 -5.9588 0.03 -0.01 0.03
C -3.2280 1.5595 -3.2389 -0.03 0.04 -0.01
C -1.4954 5.7500 -3.1383 0.01 0.00 -0.02
C -2.8967 -0.1119 -5.4217 -0.02 -0.01 -0.01
C -2.6412 -2.0725 -2.2216 -0.04 -0.02 -0.06
B 2.2783 -2.8780 1.5894 0.06 -0.01 0.12
H 1.9853 4.2899 4.4475 0.08 0.04 0.04
H 4.0347 -2.4990 4.1290 -0.03 -0.01 0.03
H 1.9334 -5.3534 3.3613 0.01 -0.02 -0.02
H 3.5901 2.0815 -0.1197 0.01 0.00 0.00
H -0.3762 7.4414 -2.4443 0.00 0.04 0.01
H 0.6168 -5.2769 4.5371 -0.02 -0.01 0.00
H 4.4559 -5.0279 1.2205 0.03 0.02 0.02
H 1.8117 -3.9787 4.4512 0.01 0.00 0.02
H 1.6987 -1.6646 -3.4170 -0.03 0.02 0.01
H -0.7988 0.0960 -5.0909 -0.03 -0.02 0.02
H -1.9428 1.7412 5.6598 -0.07 0.01 -0.02
H 1.8501 2.4800 -6.9547 -0.01 0.02 -0.05
H -0.7420 5.2641 4.2347 -0.01 0.06 0.03
H 3.3558 2.7632 1.4846 0.01 0.02 0.06
H -4.9629 1.7484 0.5301 -0.01 0.05 0.03
H 0.5572 5.5436 1.8720 0.02 0.07 0.01
H 1.9238 0.0311 4.6079 0.06 0.11 -0.01
H 1.9625 2.1924 0.5723 0.04 -0.01 0.02
H -2.7598 -0.7784 -6.2627 0.00 -0.02 -0.03
H -0.2631 4.4328 0.7838 -0.09 -0.03 -0.03
H -0.0890 2.6024 -5.4497 -0.01 0.02 0.00
H -1.6822 -4.7180 3.2852 -0.07 -0.06 0.05
H -5.3650 -3.6429 -3.4177 -0.03 -0.03 -0.02
H -5.3240 1.3354 -3.5647 -0.04 0.00 0.00
H -1.9968 4.3774 3.3565 -0.04 0.02 -0.03
H 3.9531 1.4182 -6.1794 0.03 0.00 -0.03
H -3.3767 2.1642 -2.3536 0.03 0.03 -0.01
H -2.8386 -3.2968 0.1898 0.02 0.00 0.00
H 1.2675 -1.4996 4.0465 0.01 -0.07 -0.07
H 1.7094 -3.3179 -4.0187 0.00 -0.01 0.01
H 4.0819 0.4886 -3.8839 0.07 -0.03 0.03
H 1.6444 2.6266 4.9123 -0.10 -0.08 0.10
H -1.0399 0.6124 6.6670 -0.01 -0.05 0.10
H 3.2147 -2.4207 -3.8714 0.01 -0.01 0.02
H -2.9639 -1.8637 1.2041 0.01 -0.01 -0.02
H -2.3932 3.9106 -3.7434 -0.01 -0.05 0.04
H 5.4894 -1.5339 3.8669 -0.01 -0.01 -0.01
H 5.1158 -2.8870 2.7954 0.01 -0.02 -0.03
H 2.6438 2.9408 3.5169 0.12 -0.06 -0.11
H -1.6269 -2.0458 4.7923 0.01 -0.06 0.04
H 4.9893 0.8083 2.6742 0.05 0.04 0.03
H -2.2606 -1.3629 3.2958 0.00 0.00 -0.05
H 1.3872 6.0490 -1.3980 0.03 0.03 0.01
H 1.4797 4.3308 0.9955 0.10 -0.05 -0.03
H -2.7941 -0.7196 4.8362 -0.05 0.02 0.02
H 1.2446 3.6068 -1.4944 -0.01 -0.03 0.02
H 4.1472 -6.2130 -0.0511 0.00 0.01 0.00
H 3.5725 -5.0100 -2.3918 0.03 -0.04 -0.04
H 2.9235 -3.6048 2.2729 0.03 -0.06 0.05
H -1.3832 3.7509 4.8809 0.01 -0.03 0.03
H -0.2398 2.0337 6.0118 0.11 0.09 0.00
H -6.3274 0.0518 -0.6468 -0.04 0.00 -0.01
H -3.4484 -3.4357 1.8403 0.02 -0.02 0.00
H -2.8742 -3.7044 -3.5655 0.03 -0.03 -0.03
H -5.0378 -0.1585 -5.5221 -0.03 -0.01 -0.02
H 2.9256 -5.8934 1.1796 -0.03 -0.02 0.02
H -2.2681 6.3462 -3.6046 -0.02 0.04 0.00
H -6.4462 -1.8972 -2.0499 -0.03 0.01 0.00
H 1.0585 -1.0256 5.7403 0.07 -0.06 0.06
H -2.5667 1.5493 0.6400 -0.03 -0.08 -0.07
```
Positions in Å, forces in eV/Å.

Results of the Löwdin charge analysis, in e, for atoms 1 through 8:
1 Y 1.1070
2 Br 0.9250
3 As 0.7046
4 Cl 0.7548
5 P 1.0813
6 Si 0.1913
7 Si 0.1689
8 N 0.0287